17
Properties=species:S:1:pos:R:3 method="wB97M-V/def2-TZVPD" smiles="CCO[C@@H](C)C=O" relative_energy_ev=3.504 e_tot_ev=-9439.5386
C 2.45953 -0.96859 -0.25646
C 1.12308 -1.20199 0.51942
O 0.16518 -0.11991 0.20754
C -1.32461 0.26690 0.13525
C -1.80392 1.64500 0.75074
C -1.25063 0.31601 -1.37006
O -1.06182 -0.69644 -1.98574
H 2.76793 0.07760 -0.15722
H 3.29899 -1.57460 0.14492
H 2.40327 -1.21124 -1.32572
H 0.79982 -2.24194 0.34046
H 1.36767 -1.11687 1.58545
H -1.95725 -0.54428 0.50062
H -2.88938 1.70172 1.00218
H -1.27859 1.84620 1.68088
H -1.62446 2.50240 0.07702
H -1.19480 1.32002 -1.84930

***

17
Properties=species:S:1:pos:R:3 method="wB97M-V/def2-TZVPD" relative_energy_ev=3.054 e_tot_ev=-9439.9885
C 2.07008 1.06965 -0.41045
O 0.66657 0.93928 -0.38758
C 0.24685 -0.38445 -0.49223
C 0.30650 -1.22802 0.72120
O -1.02201 -1.61331 0.70641
C -1.26984 -0.60749 -0.30979
C -2.07395 0.54444 0.22591
H 2.54042 0.57145 0.45114
H 2.50181 0.65216 -1.33382
H 2.29430 2.13779 -0.36327
H 0.64458 -0.85682 -1.40039
H 0.64920 -0.62192 1.74978
H 1.04397 -2.05972 0.93655
H -1.77277 -1.06695 -1.16793
H -2.18073 1.31892 -0.54184
H -3.07037 0.20971 0.52666
H -1.57460 0.99526 1.08965

***

17
Properties=species:S:1:pos:R:3 method="wB97M-V/def2-TZVPD" smiles=COC[C@H]1C[C@H]1O relative_energy_ev=2.674 e_tot_ev=-9440.3691
C -0.20163 2.04833 1.20267
O 0.04018 1.09266 0.21282
C -1.05308 0.20176 -0.02123
C -0.50548 -1.08051 -0.58664
C 0.64082 -1.05610 -1.57456
C 0.85949 -1.57604 -0.18406
O 1.64610 -0.87399 0.71925
H -1.01067 2.67760 0.83714
H 0.71773 2.63882 1.35427
H -0.49098 1.59522 2.16843
H -1.59811 -0.02405 0.91190
H -1.76932 0.65659 -0.72231
H -1.28750 -1.81997 -0.71951
H 0.64281 -1.76797 -2.39003
H 1.09014 -0.09108 -1.79579
H 0.98260 -2.64602 -0.07019
H 1.29690 0.02475 0.65785